No. 1
Molecular formula: C3H8NO
Method: DFT, ωB97M-V/def2-TZVPD

- Net charge: +1
- 2S+1: 1
- ΔE to the lowest compared entry with this formula, charge and spin: 83.79 kcal per mole
- Highest occupied orbital energy: -0.51553 Ha
- HOMO-LUMO gap: 8.3 eV

Geometry (Å):
C 2.789 0.098 -0.458
C -0.902 1.145 -0.165
C -2.348 -0.684 0.376
N 1.682 0.583 -0.185
O -1.504 0.124 -0.521
H 2.954 -0.629 -1.323
H 3.615 -0.133 0.234
H -0.745 1.212 0.973
H -3.339 -0.716 -0.117
H -2.505 -0.523 1.487
H -1.951 -1.721 0.452
H -0.383 1.861 -0.829
H 1.500 1.093 0.667



No. 2
Molecular formula: C40H36AlF6INOS2
Method: DFT, ωB97M-V/def2-TZVPD

- Net charge: -1
- 2S+1: 1
- Highest occupied orbital energy: -0.18665 Ha
- HOMO-LUMO gap: 7.2 eV

Geometry (Å):
S 0.036 -6.835 1.829
C -1.121 -5.783 2.311
N -1.772 -5.039 2.956
Al -1.688 -3.230 2.339
S -3.705 -2.591 1.437
I -1.263 -1.741 4.453
C -0.198 -2.813 1.045
C 1.167 -3.377 1.785
C 2.474 -2.347 1.665
O 2.255 -3.739 0.906
H -3.994 -3.543 0.498
H -0.026 -1.714 0.982
H -0.240 -3.329 0.060
H 1.039 -3.943 2.770
H 3.551 -2.589 1.523
H 2.571 -2.468 2.813
F -0.350 -1.759 -2.130
C 0.253 -0.568 -2.264
C 1.621 -0.518 -2.459
C 2.241 0.716 -2.602
C 1.488 1.884 -2.538
C 0.115 1.817 -2.337
C -0.509 0.584 -2.204
H 2.191 -1.437 -2.497
H 3.310 0.769 -2.762
H 1.974 2.847 -2.645
H -0.469 2.726 -2.282
H -1.579 0.512 -2.055
F -0.258 5.059 -2.077
C -0.888 5.347 -0.920
C -1.183 4.324 -0.035
C -1.827 4.624 1.158
C -2.178 5.937 1.446
C -1.881 6.954 0.547
C -1.226 6.658 -0.643
H -0.910 3.306 -0.280
H -2.057 3.833 1.862
H -2.685 6.168 2.375
H -2.159 7.977 0.771
H -0.978 7.438 -1.352
F -4.430 -4.204 -1.439
C -3.845 -5.364 -1.784
C -2.547 -5.350 -2.260
C -1.941 -6.549 -2.611
C -2.642 -7.743 -2.492
C -3.948 -7.741 -2.017
C -4.553 -6.545 -1.655
H -2.020 -4.409 -2.352
H -0.921 -6.552 -2.977
H -2.168 -8.677 -2.770
H -4.495 -8.672 -1.928
H -5.566 -6.524 -1.274
F 4.389 -1.573 3.849
C 4.924 -2.425 4.736
C 4.948 -2.082 6.076
C 5.498 -2.967 6.993
C 6.025 -4.179 6.560
C 5.998 -4.508 5.210
C 5.440 -3.629 4.292
H 4.540 -1.131 6.393
H 5.515 -2.713 8.046
H 6.457 -4.867 7.277
H 6.412 -5.450 4.872
H 5.402 -3.872 3.237
F 3.751 1.599 -5.126
C 4.350 2.793 -5.255
C 5.718 2.848 -5.448
C 6.335 4.085 -5.587
C 5.579 5.249 -5.520
C 4.206 5.179 -5.321
C 3.585 3.944 -5.193
H 6.291 1.930 -5.489
H 7.405 4.140 -5.746
H 6.063 6.214 -5.624
H 3.618 6.087 -5.265
H 2.515 3.868 -5.045
F -5.116 6.293 2.567
C -5.767 5.219 2.084
C -5.735 4.959 0.725
C -6.402 3.847 0.229
C -7.101 3.014 1.094
C -7.129 3.288 2.455
C -6.453 4.393 2.955
H -5.191 5.623 0.064
H -6.377 3.630 -0.832
H -7.624 2.148 0.705
H -7.676 2.640 3.128
H -6.457 4.617 4.015